Entry 1:
C2H5N4O2S2 | the ωB97M-V functional and the def2-TZVPD basis

CARTESIAN COORDINATES (ANGSTROEM)
C: 0.50177 -0.72369 -0.13847
C: -0.27047 0.34500 -0.11786
N: 1.85315 -0.89340 -0.24397
N: 2.60415 0.10186 -0.42835
N: 3.88810 -0.31240 -0.35856
N: -3.19344 1.18344 0.62101
O: -2.78340 -1.42143 0.56745
O: -2.75077 -0.20777 -1.45320
S: -0.38325 1.93466 -0.27983
S: -2.31811 -0.19900 -0.11138
H: -0.09916 -1.72495 0.08835
H: 4.12444 -1.28170 -0.08817
H: 4.65006 0.35996 -0.29245
H: -2.38024 1.79768 0.65055
H: -3.44282 1.04173 1.58490

Results
Frontier orbital gap in hartree: 0.2675
HOMO energy in eV: -3.747
SMILES string: N/N=N/C=C(\[S-])S(N)(=O)=O
Multiplicity: 1
Lowest unoccupied orbital energy in Ha: 0.1298
Net charge: -1
Energy in eV: -33878.802

***

Entry 2:
C2H4NO3S | the ωB97M-V functional and the def2-TZVPD basis

CARTESIAN COORDINATES (ANGSTROEM)
C: -1.36488 1.05002 0.52514
C: 2.78213 -0.00681 0.58214
N: -1.58558 2.23076 -0.38714
O: -0.20549 0.98499 1.04576
O: -2.29393 0.27868 0.66613
O: 1.45872 0.60405 -1.48098
S: 1.85592 1.10005 -0.15613
H: 3.37292 -0.58478 -0.01902
H: 3.16581 0.21245 1.52533
H: -1.92209 1.91749 -1.24898
H: -0.72156 2.70132 -0.44540

Results
Frontier orbital gap in hartree: 0.2910
HOMO energy in eV: -4.416
Multiplicity: 1
Lowest unoccupied orbital energy in Ha: 0.1287
Net charge: -1
Energy in eV: -20606.807

***

Entry 3:
C40H63F21O20 | the ωB97M-V functional and the def2-TZVPD basis

CARTESIAN COORDINATES (ANGSTROEM)
C: -12.16165 -6.84983 -0.78771
O: -12.08680 -8.21138 -1.09725
C: -12.84343 -8.63879 -2.19275
C: -12.29384 -8.24385 -3.54757
O: -11.11230 -8.87119 -3.92760
C: -9.97008 -8.31741 -3.30090
C: -8.68233 -8.75199 -3.97845
O: -8.64110 -8.30136 -5.31414
C: -9.31116 -9.16938 -6.21399
H: -12.12021 -6.23403 -1.69449
H: -11.33334 -6.59553 -0.14389
H: -13.12067 -6.61680 -0.31329
H: -13.90377 -8.36638 -2.10534
H: -12.83488 -9.73661 -2.20120
H: -12.11527 -7.15483 -3.60246
H: -13.11244 -8.31044 -4.26910
H: -9.94971 -8.56283 -2.23127
H: -9.97000 -7.21687 -3.37182
H: -8.58112 -9.84452 -3.96133
H: -7.89217 -8.28718 -3.39126
H: -8.93004 -8.92369 -7.20479
H: -10.38498 -9.06121 -6.14132
H: -8.99217 -10.20206 -6.03221
C: -13.58850 -4.78425 -4.15409
O: -14.02448 -5.76601 -5.06193
C: -15.42170 -5.96924 -5.06591
C: -15.78101 -7.42452 -5.19877
O: -15.55756 -8.13084 -3.98271
C: -16.37719 -9.22142 -3.76949
C: -16.17336 -10.43447 -4.65557
O: -16.50187 -10.19729 -6.00355
C: -16.21372 -11.33102 -6.80818
H: -12.51625 -4.68602 -4.29346
H: -13.82701 -5.04512 -3.11510
H: -14.07630 -3.81821 -4.34089
H: -15.87841 -5.40073 -5.88452
H: -15.87904 -5.62418 -4.12613
H: -15.25201 -7.91889 -6.01145
H: -16.86842 -7.40997 -5.36281
H: -17.45775 -9.00925 -3.70547
H: -16.22936 -9.63003 -2.76179
H: -16.82759 -11.23143 -4.27901
H: -15.11036 -10.71153 -4.58649
H: -16.47760 -11.16986 -7.84878
H: -16.79553 -12.15842 -6.38967
H: -15.13336 -11.51467 -6.81131
C: -9.84256 -9.16082 1.32822
C: -9.08246 -10.46466 1.31220
O: -7.68356 -10.25297 1.56486
C: -6.92444 -9.83371 0.61070
O: -7.24499 -9.66579 -0.50561
C: -5.49319 -9.53187 1.10412
F: -4.68705 -10.60417 0.89211
F: -4.98905 -8.49855 0.38576
F: -5.45956 -9.26099 2.38050
H: -9.46733 -8.58027 2.17672
H: -10.90735 -9.37663 1.36470
H: -9.63921 -8.53866 0.45656
H: -9.16048 -10.94783 0.33210
H: -9.45639 -11.19901 2.01811
C: -13.63889 -7.73882 -8.91716
C: -13.08183 -8.84164 -8.04322
O: -12.32311 -9.76562 -8.85564
C: -12.99909 -10.67190 -9.48569
O: -14.09370 -10.98969 -9.30059
C: -12.17078 -11.40509 -10.57250
F: -12.26106 -10.81216 -11.77500
F: -10.87975 -11.47596 -10.25924
F: -12.65853 -12.61457 -10.67784
H: -12.86555 -7.10980 -9.35417
H: -14.19263 -7.05267 -8.26981
H: -14.31789 -8.13119 -9.67135
H: -13.88771 -9.32166 -7.48707
H: -12.36818 -8.45697 -7.31872
C: -10.75617 -11.96656 -2.01546
C: -11.56221 -12.98179 -1.24443
O: -12.82982 -12.43579 -0.90855
C: -12.90852 -11.80454 0.22765
O: -12.00737 -11.75412 0.99932
C: -14.22173 -11.01977 0.38054
F: -14.88863 -11.08677 -0.75009
F: -14.94482 -11.53005 1.35322
F: -13.98129 -9.77598 0.61362
H: -9.98213 -12.51202 -2.56063
H: -10.29060 -11.16729 -1.43873
H: -11.37529 -11.44623 -2.74875
H: -11.04758 -13.44709 -0.40564
H: -11.79471 -13.81109 -1.91106
C: -10.48009 -5.48701 -6.57777
C: -9.04486 -5.12362 -6.27964
O: -8.95136 -3.85154 -5.62874
C: -9.29471 -3.78266 -4.39587
O: -9.54681 -4.69374 -3.69928
C: -9.21342 -2.35743 -3.84053
F: -8.07219 -2.17777 -3.18896
F: -9.28190 -1.42989 -4.79161
F: -10.23255 -2.19159 -3.00611
H: -10.45028 -6.35248 -7.23981
H: -10.94197 -4.66111 -7.11882
H: -11.02278 -5.76735 -5.67933
H: -8.36310 -5.05697 -7.12254
H: -8.56563 -5.91839 -5.69664
C: -11.91588 -8.66955 -15.51934
C: -10.90638 -9.45977 -14.71011
O: -10.67702 -8.85458 -13.43290
C: -9.67546 -8.03172 -13.24934
O: -8.84665 -7.77948 -14.05495
C: -9.62219 -7.50295 -11.81560
F: -10.66293 -7.93796 -11.09037
F: -8.49248 -7.94084 -11.25080
F: -9.61104 -6.16190 -11.78598
H: -12.91247 -8.73498 -15.08777
H: -11.93194 -9.01657 -16.54909
H: -11.59879 -7.62422 -15.48480
H: -9.99708 -9.70713 -15.25876
H: -11.28063 -10.44892 -14.43067
C: -5.61321 -6.08247 -3.25882
C: -5.93678 -4.90793 -2.37097
O: -7.23840 -5.15584 -1.80662
C: -7.65507 -4.36725 -0.84668
O: -7.24437 -3.30340 -0.60861
C: -8.79180 -5.02213 -0.04338
F: -9.94013 -4.34439 -0.27675
F: -8.96792 -6.29060 -0.32503
F: -8.54832 -4.87847 1.25709
H: -4.58380 -6.42944 -3.36638
H: -6.00915 -5.90448 -4.25642
H: -6.05129 -6.98097 -2.81066
H: -5.97824 -3.99295 -2.96686
H: -5.23349 -4.69481 -1.56472
C: -16.77727 -6.55809 -1.45394
C: -16.75375 -6.94838 -0.01187
O: -15.64060 -6.32994 0.65440
C: -15.41164 -6.63363 1.89560
O: -15.96898 -7.43690 2.52915
C: -14.21321 -5.87120 2.48474
F: -14.47754 -5.46144 3.74256
F: -13.19829 -6.81455 2.57679
F: -13.75395 -4.90557 1.70616
H: -17.49933 -7.16578 -2.00921
H: -15.85338 -6.80757 -1.98583
H: -16.97496 -5.53194 -1.77249
H: -16.56151 -8.02452 0.04257
H: -17.68741 -6.75612 0.51564

Results
Frontier orbital gap in hartree: 0.3522
HOMO energy in eV: -9.136
SMILES string: CCOC(=O)C(F)(F)F.CCOC(=O)C(F)(F)F.CCOC(=O)C(F)(F)F.CCOC(=O)C(F)(F)F.CCOC(=O)C(F)(F)F.CCOC(=O)C(F)(F)F.CCOC(=O)C(F)(F)F.COCCOCCOC.COCCOCCOC
Multiplicity: 1
Lowest unoccupied orbital energy in Ha: 0.0164
Net charge: 0
Energy in eV: -140517.434

***

Entry 4:
C5H9FO2 | the ωB97M-V functional and the def2-TZVPD basis

CARTESIAN COORDINATES (ANGSTROEM)
C: 0.36621 1.81787 1.21971
C: -0.36943 1.09776 0.12654
C: 0.35943 -0.28778 -0.04829
C: -0.30617 -1.78854 0.22334
C: -0.10222 -1.27741 -1.23210
H: -0.51662 2.59571 1.46881
H: 0.87623 1.01578 2.21971
H: 1.27706 2.59720 0.86211
H: -0.27732 1.66831 -0.84158
H: 2.27084 -0.60393 0.63454
H: 0.44843 -2.53752 0.59433
H: -1.58478 -2.03006 0.39766
H: 0.49629 -1.84909 -2.01587
H: -1.57340 -0.10986 -1.65886
O: 1.75712 -0.35418 -0.18655
O: -1.26118 -1.01350 -1.94453
F: -1.86049 1.05925 0.18100

Results
Frontier orbital gap in hartree: 0.3553
HOMO energy in eV: -9.080
Multiplicity: 1
Lowest unoccupied orbital energy in Ha: 0.0216
Net charge: 0
Energy in eV: -12138.077